A structure of composition C31H36CaN4S in a non-equilibrium geometry. Source: the OMol25 dataset; level of theory: the ωB97M-V functional and the def2-TZVPD basis.

The value obtained for the HOMO energy (alpha / beta) is 2.1932 / 2.2603 eV. The calculation puts the max |F| at 0.092 Eh/bohr. The gap between HOMO and LUMO (alpha / beta) comes out at 1.70 / 1.68 eV. For the energy, the calculation gives -67959.0498 eV. As for the charge: -2.

Element x y z (Å)
Ca 0.76187 0.00975 0.51827
N 2.27697 -1.35939 3.94141
N -1.42358 1.05540 1.93531
C 0.28977 -1.65441 -1.39710
C -0.11874 -2.34292 -0.20599
C 1.06476 -2.72880 0.49120
C 1.18425 -3.46986 1.76896
H 0.26245 -3.99693 2.03104
H 1.42924 -2.78960 2.61157
H 2.00506 -4.19604 1.71011
C 2.18484 -2.29609 -0.25854
C 3.60560 -2.61367 0.03104
H 3.93965 -3.48804 -0.55639
H 3.76059 -2.84589 1.09350
H 4.25192 -1.76948 -0.23984
C 1.71802 -1.64892 -1.42766
C 2.62399 -1.16285 -2.49899
H 3.19026 -0.28262 -2.14284
H 2.07788 -0.88376 -3.41478
H 3.35756 -1.95465 -2.75287
C -1.51843 -2.69824 0.15576
H -1.81244 -3.62910 -0.36256
H -2.24048 -1.92299 -0.14805
H -1.62655 -2.85992 1.23733
C -0.61523 -1.18016 -2.47848
H -0.16397 -0.36089 -3.05985
H -1.57239 -0.81711 -2.07607
H -0.85008 -1.99852 -3.18330
C 3.32219 -0.82757 4.55476
H 4.07806 -1.56608 4.83365
C 3.44665 0.55732 4.81944
H 4.38032 0.83030 5.33626
C 2.41634 1.45895 4.43672
H 2.58695 2.53165 4.64267
C 1.27752 0.93809 3.81482
H 0.39756 1.59479 3.65640
C 1.19554 -0.56927 3.56882
C 0.18654 -1.36182 2.97241
H -0.94441 -1.00115 3.48930
C -1.41084 1.35814 0.70286
C -2.79324 1.05858 2.34039
H -3.10181 0.77047 3.34656
C -3.53111 1.70125 1.35299
H -4.56206 2.03884 1.38650
N -2.63827 1.83543 0.27077
C -2.98328 1.75844 -1.08277
C -4.13010 1.07221 -1.49221
C -4.43695 1.08230 -2.88046
H -5.37794 0.68330 -3.22131
C -3.54004 1.61626 -3.80832
C -3.91904 1.72918 -5.25006
H -3.04325 1.70586 -5.88871
H -4.41230 2.68516 -5.41042
H -4.60461 0.94674 -5.55334
C -2.33153 2.17134 -3.38593
H -1.67247 2.61283 -4.10929
C -2.02028 2.20982 -1.99672
C -0.67956 2.67636 -1.54467
H -0.72219 3.00343 -0.48553
H -0.30186 3.51032 -2.16532
H 0.09805 1.87617 -1.62125
C -4.95951 0.22692 -0.57063
H -5.36105 0.79472 0.28168
H -4.41675 -0.65907 -0.17675
H -5.83373 -0.17781 -1.11105
S 4.32837 3.01359 -0.19074
C 5.06200 1.95280 0.99369
C 4.26807 0.85254 1.21766
N 3.03844 0.90369 0.54072
C 2.95832 1.96418 -0.29441
H 5.99687 2.17099 1.49234
H 4.52191 -0.00490 1.84951
H 2.12570 2.16040 -0.98323

Atom charges from the Mulliken analysis, given in e for atoms 1 to 4:
1. Ca 1.29
2. N -0.41
3. N 0.09
4. C 0.40